Here is an isolated ion of composition C5H11N3 and charge +2 in a non-equilibrium geometry from the OMol25 dataset. Energies are from ωB97M-V/def2-TZVPD.

```
19
Properties=species:S:1:pos:R:3:forces:R:3:mulliken_charge:R:1
C -1.145 0.971 2.267 -1.5113 1.3967 -1.9628 -1.54
C -1.475 0.137 0.974 0.2688 1.4487 1.1971 -0.44
C -0.424 -0.117 -0.023 5.2344 1.2789 2.5851 0.43
N 0.985 0.215 0.258 -5.9978 -2.4810 -2.1720 -0.10
C 1.975 -0.384 -0.619 2.8337 -1.1896 1.1751 -0.52
N 1.443 -0.384 -1.976 0.9236 0.4564 2.5121 0.02
C 0.235 -0.665 -2.180 0.0766 0.8863 -1.7374 -0.09
N -0.676 -0.658 -1.225 -3.7451 -1.0403 1.1514 -0.13
H -1.100 2.051 2.035 1.3380 -0.4160 -0.3683 0.40
H -0.410 0.569 2.888 1.3624 -0.4055 0.8585 0.49
H -2.024 1.154 2.869 -0.7074 -1.2301 0.2473 0.40
H -2.270 0.675 0.486 -0.5669 0.1371 -0.5749 0.46
H -1.906 -0.799 1.272 -0.2062 -0.9820 -0.0079 0.44
H 1.148 0.531 1.198 0.3953 0.2451 0.3011 0.30
H 2.347 -1.498 -0.507 -1.2729 1.8046 0.8408 0.34
H 2.949 0.184 -0.477 -1.3237 -0.3147 -0.7767 0.42
H 2.172 -0.331 -2.625 0.7426 0.1075 -2.1319 0.24
H -0.111 -0.681 -3.166 -0.5152 -0.6058 -1.5936 0.45
H -1.714 -0.969 -1.448 2.6711 0.9035 0.4570 0.41
```
Forces are in eV/Å.

The HOMO-LUMO gap comes out at 9.640 eV. For the relative energy (zero: lowest compared OMol25 entry of this formula, charge and spin), the calculation gives 3.160 eV. The calculated total energy is -360.686602 hartree. The LUMO energy comes out at -10.17 eV. As for the multiplicity: 1. Its SMILES is CCC1=[NH+]CNC=[NH+]1. As for the total charge: +2. The HOMO energy is -0.72806 Eh.